{"formula": "C32H33As2Cl3ErN3O7S", "method": "ωB97M-V/def2-TZVPD", "species": ["Er", "C", "As", "C", "C", "C", "C", "C", "C", "C", "As", "C", "C", "H", "H", "H", "H", "H", "H", "H", "H", "H", "H", "H", "H", "H", "H", "H", "H", "C", "C", "C", "C", "C", "C", "H", "H", "H", "H", "H", "H", "H", "H", "H", "O", "C", "O", "C", "C", "C", "C", "C", "C", "N", "O", "O", "H", "H", "H", "H", "Cl", "C", "Cl", "Cl", "C", "N", "O", "S", "O", "N", "C", "O", "C", "C", "C", "C", "C", "C", "H", "H", "H", "H"], "positions_angstrom": [[14.85979, 9.22754, 13.03487], [14.88659, 13.04056, 16.12429], [13.76696, 11.81936, 15.05836], [12.28771, 11.04552, 16.16381], [12.69599, 13.30509, 14.24449], [11.91716, 14.11422, 15.06021], [11.02579, 15.00310, 14.47388], [10.87973, 15.02861, 13.05964], [11.72420, 14.26787, 12.28644], [12.58801, 13.35611, 12.88561], [13.64874, 12.09638, 11.84034], [12.40069, 11.89202, 10.34411], [14.92484, 13.36618, 11.01558], [15.40568, 12.45834, 16.89262], [14.20502, 13.76026, 16.59713], [15.63393, 13.55920, 15.57229], [11.68241, 11.85320, 16.59862], [12.73390, 10.41519, 16.92706], [11.66019, 10.43331, 15.51316], [11.93532, 14.00826, 16.11853], [10.42989, 15.67652, 15.07249], [10.17679, 15.75009, 12.61011], [11.86524, 14.44152, 11.18768], [12.53079, 12.67627, 9.60275], [11.35672, 11.83695, 10.70524], [12.60918, 10.91521, 9.90002], [14.64138, 14.41714, 11.12038], [15.05580, 13.15464, 9.94498], [15.86664, 13.17996, 11.53132], [18.57184, 9.99191, 15.57624], [17.48020, 10.06960, 16.63510], [17.78447, 11.18332, 17.70149], [17.23799, 8.71453, 17.29757], [16.21478, 10.36221, 15.90649], [15.36062, 10.27055, 15.03058], [19.53107, 9.57067, 15.90734], [18.79832, 11.01793, 15.13888], [18.19202, 9.37898, 14.74601], [18.82568, 11.03105, 18.05842], [17.07454, 11.02143, 18.51715], [17.68590, 12.18837, 17.22569], [18.14997, 8.36987, 17.79345], [16.93582, 8.00063, 16.48421], [16.37779, 8.79815, 17.97928], [16.28436, 10.58510, 11.88025], [17.00409, 9.55074, 11.68918], [16.86914, 8.45647, 12.37335], [17.94703, 9.57856, 10.49473], [18.83196, 10.64630, 10.29464], [19.79105, 10.55707, 9.31541], [19.77012, 9.42436, 8.46636], [18.92430, 8.35625, 8.66020], [17.99500, 8.44073, 9.68451], [20.49340, 9.53461, 7.24036], [21.26577, 10.51686, 7.13059], [20.20679, 8.71649, 6.35133], [18.82147, 11.50613, 10.95156], [20.48551, 11.36417, 9.13201], [18.99352, 7.48280, 8.03232], [17.29032, 7.64829, 9.87884], [10.91704, 7.38161, 9.83308], [12.52766, 6.61946, 10.30940], [13.54962, 5.96431, 8.93299], [12.24970, 5.20627, 11.34598], [13.23432, 7.75048, 10.82798], [13.60685, 8.81546, 11.07739], [9.83038, 7.23666, 16.87217], [10.36543, 6.70514, 15.63720], [10.08375, 5.34762, 15.26139], [11.96319, 7.15859, 15.56158], [12.19610, 8.00783, 14.60965], [13.35099, 8.31256, 14.18127], [10.95312, 8.50994, 13.86465], [10.69564, 9.53490, 12.94236], [9.41880, 9.63556, 12.40462], [8.38205, 8.78265, 12.78917], [8.60628, 7.81238, 13.78890], [9.85670, 7.69520, 14.28720], [11.44976, 10.28565, 12.69659], [9.17624, 10.41473, 11.66153], [7.36629, 8.95396, 12.41094], [7.81005, 7.22806, 14.23346]], "largest_force_ev_per_a": 3.1, "lumo_energy_ev": [-1.8, -1.8], "spin_multiplicity": 4, "e_homo_ha": [-0.2207, -0.2210], "homo_lumo_gap_ev": [4.25, 4.26], "mol_weight_da": 1027.16, "total_energy_ha": -9195.30007}